The ion C4H10N2O with charge -1 in a non-equilibrium geometry. Source: OMol25; level of theory: wB97M-V/def2-TZVPD.

```
17
C4H10N2O (wB97M-V/def2-TZVPD)
C 2.411 0.301 -0.598
N 1.115 0.149 0.271
C -0.873 -1.282 -0.537
C -0.266 0.125 -0.334
C -1.196 1.071 0.405
N -2.124 0.376 1.288
O -0.817 2.213 0.507
H 2.601 -0.637 -1.031
H 3.330 0.639 -0.134
H 2.179 1.011 -1.414
H 1.307 -0.589 0.963
H -0.065 -2.063 -0.407
H -1.645 -1.337 0.206
H -1.256 -1.124 -1.585
H -0.111 0.591 -1.274
H -2.409 1.135 1.978
H -2.182 -0.577 1.694
```

**E_LUMO (alpha / beta)**: 4.03 / 3.88 eV
**Energy above the lowest of the compared OMol25 structures with the same formula, charge and spin**: 45.89 kcal/mol
**Multiplicity**: 2
**E_tot**: -9334.8512 eV
**Highest occupied orbital energy (alpha / beta)**: 0.040 / -0.148 hartree
**M**: 102.14 g/mol
**Expectation value of S²**: 0.755
**Charge**: -1

=====

The molecule C4H10N2O in a non-equilibrium geometry. Source: OMol25; level of theory: wB97M-V/def2-TZVPD.

```
17
C4H10N2O (wB97M-V/def2-TZVPD)
C 0.946 0.504 -0.988
C 0.072 0.155 0.228
C -0.718 1.385 0.680
N 0.834 -0.339 1.363
C -0.916 -0.965 -0.172
N -0.184 -2.124 -0.604
O -0.560 -2.671 -1.621
H 1.640 1.304 -0.736
H 1.517 -0.369 -1.301
H 0.332 0.831 -1.823
H -1.381 1.730 -0.108
H -0.033 2.191 0.933
H -1.305 1.144 1.562
H 1.299 -1.206 1.118
H 1.537 0.336 1.640
H -1.429 -1.280 0.743
H -1.649 -0.625 -0.914
```

**E_LUMO**: 0.05 eV
**Energy above the lowest of the compared OMol25 structures with the same formula, charge and spin**: 75.10 kcal/mol
**SMILES**: CC(C)(N)CN=O
**E_tot**: -9335.7308 eV
**Highest occupied orbital energy**: -0.337 hartree
**M**: 102.14 g/mol